{"formula": "C6H14ClN2O2", "method": "ωB97M-V/def2-TZVPD", "homo_lumo_gap_ev": 8.50, "energy_ev": -26050.529, "e_lumo_ev": 3.379, "e_homo_ev": -5.122, "de_lowest_kcal_mol": 12.3, "total_charge": -1, "species": ["Cl", "C", "C", "O", "N", "C", "H", "H", "H", "H", "H", "H", "H", "C", "C", "O", "N", "C", "H", "H", "H", "H", "H", "H", "H"], "xyz": [[2.287537, 0.262053, -0.504242], [2.007799, 0.686060, 3.354373], [0.876472, -0.329752, 3.395036], [0.356903, -0.592190, 4.474281], [0.533510, -0.842296, 2.214323], [-0.622609, -1.642602, 1.896523], [2.331220, 0.851383, 4.382077], [1.601586, 1.643323, 3.027648], [2.773007, 0.322234, 2.668672], [0.888756, -0.403763, 1.376708], [-0.362148, -2.258952, 1.036081], [-1.513240, -1.040667, 1.716112], [-0.892629, -2.276435, 2.741175], [-1.316789, -0.592231, -1.168585], [-1.508740, 0.239898, -2.400753], [-2.613263, 0.459429, -2.867188], [-0.375589, 0.707480, -2.905135], [-0.324812, 1.485568, -4.141583], [-2.189535, -1.166860, -0.858389], [-1.056644, 0.132593, -0.397190], [-0.473449, -1.282803, -1.170221], [0.401883, 0.619476, -2.266470], [-0.290019, 0.852680, -5.028336], [0.632505, 1.985422, -4.289160], [-1.151710, 2.180952, -4.285755]], "forces_ev_per_angstrom": [[-0.384, -0.002, -0.036], [-0.417, -0.255, 0.025], [0.267, 0.829, 0.985], [-0.466, -0.530, -0.063], [-0.505, -0.055, -1.059], [-0.134, -0.405, 1.000], [0.284, -0.296, -0.154], [0.100, -0.034, -0.398], [0.183, 0.434, 0.085], [0.897, 0.265, -0.168], [-0.278, 0.046, 0.021], [0.016, 0.123, -0.324], [0.232, -0.143, 0.015], [0.225, -0.135, 0.932], [-0.855, -0.864, 0.086], [-0.617, 0.110, -0.470], [0.679, 0.848, -0.815], [0.624, -0.352, -0.324], [-0.198, 0.397, -0.280], [-0.100, -0.086, 0.359], [0.160, 0.195, -0.450], [0.852, 0.137, -0.257], [-0.567, -0.537, 0.032], [-0.026, 0.360, 0.835], [0.025, -0.051, 0.421]], "nbo_charge": [-0.95, -0.71, 0.68, -0.68, -0.63, -0.41, 0.22, 0.23, 0.25, 0.44, 0.20, 0.18, 0.21, -0.72, 0.67, -0.67, -0.63, -0.42, 0.22, 0.24, 0.24, 0.45, 0.18, 0.21, 0.21]}